DFT (ωB97M-V with the def2-TZVPD basis set) results for one molecule with the formula C6H10.

Output
energy	-6383.6973	eV
SMILES string	C[C@@H]1C=CCC1
relative energy (zero: lowest compared OMol25 entry of this formula, charge and spin)	15.65	kJ/mol

```
! wB97M-V def2-TZVPD RIJCOSX def2/J DEFGRID3
* xyz 0 1
C 1.25 -0.53 1.17
C 0.18 0.25 1.28
H 0.79 -2.25 0.01
H 1.99 -0.72 1.94
C -1.38 1.45 -0.37
H -1.47 -0.63 0.27
H 0.74 0.31 -1.57
C 1.23 -1.26 -0.15
H -0.64 2.21 -0.65
H -2.01 1.87 0.42
H -0.10 0.82 2.16
C -0.71 0.15 0.06
C 0.23 -0.47 -0.99
H -0.31 -1.11 -1.70
H -2.01 1.27 -1.25
H 2.21 -1.37 -0.63
*
```